Entry 1:
19
Properties=species:S:1:pos:R:3:forces:R:3:nbo_charge:R:1 method="wB97M-V/def2-TZVPD" relative_energy_kcal_mol=69.7 e_lumo_ev=-3.41 largest_force_ev_per_a=5.354 charge=+1 molar_mass_g_mol=115.2
O -1.6564 -0.8310 -1.9433 -0.7034 0.1031 -0.8813 -0.516
C -2.4679 -0.4810 -1.1211 2.0851 -1.3728 -0.2258 0.438
C -1.9729 -0.0872 0.2155 -2.7389 0.0085 1.8856 -0.529
C -0.5497 -0.3069 0.3188 4.4943 1.1105 -2.6886 -0.433
C 0.1906 0.5743 1.3380 -2.8635 -1.2409 2.8780 -0.268
N 2.3207 -0.5567 -0.2856 0.6852 -1.0925 -1.2573 -0.763
C 2.4233 0.6458 0.2786 3.7121 -0.8931 -1.4029 0.393
N 1.5286 1.0935 1.0496 -2.5500 3.4296 2.1474 -0.504
H -3.5070 -0.6184 -1.2425 -1.6138 0.2185 -0.4841 0.147
H -2.2940 0.9975 0.3301 0.1681 -1.3199 0.6092 0.249
H -2.4367 -0.8735 0.9643 0.0123 2.1704 -1.1097 0.251
H -0.3519 -1.3851 0.4883 0.0621 0.6113 -0.0154 0.223
H -0.0365 -0.0503 -0.7290 -1.4786 -0.5361 1.9239 0.222
H -0.0656 -0.0176 2.3243 2.1923 0.8295 -1.1679 0.247
H -0.3856 1.4555 1.6869 0.1188 -0.1446 -1.1432 0.235
H 1.4926 -1.1665 -0.5152 0.8571 1.5585 1.0514 0.460
H 3.1307 -0.9289 -0.7756 -0.0411 0.4752 0.2131 0.431
H 3.4775 1.2807 0.1814 -3.0436 -1.8780 0.0475 0.269
H 1.5433 2.1271 1.3067 0.6455 -2.0372 -0.3800 0.449

---

Entry 2:
20
Properties=species:S:1:pos:R:3:forces:R:3:nbo_charge:R:1 method="wB97M-V/def2-TZVPD" relative_energy_kcal_mol=39.7 e_lumo_ev=-2.87 largest_force_ev_per_a=3.784 charge=+1 molar_mass_g_mol=131.2
C -1.0240 1.3508 0.1295 -0.2937 -2.3872 -0.5468 0.331
C -0.9775 -0.9237 -0.2444 -3.1650 1.1550 1.7217 -0.273
C -2.4521 -0.3483 -0.3796 -1.7952 -0.2764 -3.1892 -0.253
C 2.0368 -1.1170 0.6787 0.5231 0.0850 -0.2122 -0.717
C 1.8118 0.1519 -0.0459 -0.9256 2.4805 -1.5169 0.892
N -0.2643 0.3201 0.0522 2.6999 -0.8077 0.3467 -0.491
N -2.3101 1.1026 -0.1747 0.2016 0.3465 1.4160 -0.567
O 2.1337 1.3806 0.3862 -0.4914 -0.4698 -1.1282 -0.680
O 1.9541 0.0936 -1.3500 -0.1517 -2.2853 0.0149 -0.656
H -0.6855 2.2960 0.4106 0.5421 1.4716 0.2918 0.220
H -1.0777 -1.6292 0.6816 1.0914 0.9277 -1.9502 0.226
H -0.7155 -1.3165 -1.2030 0.6835 -0.7931 -0.1394 0.236
H -2.9817 -0.3512 -1.4426 1.6011 -0.7657 1.7878 0.221
H -3.1701 -0.9200 0.2143 0.1540 0.7417 0.5396 0.228
H 3.1788 -1.2172 0.6362 -1.6941 -0.5556 0.2430 0.281
H 1.6496 -0.9432 1.6578 0.3431 0.0715 1.0860 0.250
H 1.3955 -1.9644 0.3252 1.2024 0.7490 -0.3583 0.280
H -2.9392 1.6552 0.3832 -0.7128 -0.0937 -0.2324 0.416
H 2.5427 1.5343 1.2235 0.2280 -0.5265 1.2752 0.525
H 1.8945 0.8458 -1.9388 -0.0408 0.9326 0.5511 0.532

---

Entry 3:
21
Properties=species:S:1:pos:R:3:forces:R:3:nbo_charge:R:1 method="wB97M-V/def2-TZVPD" relative_energy_kcal_mol=115.9 e_lumo_ev="1.01 / -2.83" spin_multiplicity=3 largest_force_ev_per_a=4.869 molar_mass_g_mol=162.1
C -0.5933 0.6512 2.4073 1.0818 0.0990 1.7572 -0.257
C -1.6618 1.0403 1.5315 -1.9871 0.2107 -0.8479 -0.264
C -0.2096 0.8956 -2.5908 -0.6808 1.3246 -4.6361 -0.252
C 0.2433 1.8774 -1.5811 -1.1281 1.9434 0.3259 -0.243
C 1.1388 -2.5992 0.5423 -0.9870 -0.3108 0.4990 0.229
N -0.3466 0.7937 1.0053 0.0383 -0.9996 -1.7365 -0.644
N 0.4216 0.4950 -1.4110 2.1620 -1.2713 -0.6111 -0.698
O 2.1547 -3.1718 -0.2305 -0.6550 0.5675 -0.4534 -0.711
O 1.0141 -1.2846 0.0830 0.5379 0.3862 -0.5904 -0.830
P -0.3785 -0.4330 -0.2449 -0.3961 0.4614 3.0734 1.274
H -0.0493 1.3989 3.0470 -0.6709 -0.8951 -0.6537 0.218
H -0.7549 -0.3464 2.7681 0.5815 -0.4729 0.4929 0.199
H -2.3730 0.2362 1.2770 0.0583 0.5971 0.3909 0.193
H -2.0301 2.0362 1.4438 -0.2061 0.6366 0.0817 0.202
H -1.2869 0.7767 -2.8734 0.7985 -0.2668 1.2014 0.209
H 0.3704 0.8972 -3.6186 -0.6495 -0.2892 2.3213 0.196
H 1.0671 2.5181 -1.8734 0.4934 -0.3713 0.3042 0.209
H -0.4299 2.3741 -0.8556 0.0485 -0.3960 -0.8616 0.206
H 2.1507 -2.4680 -0.9072 0.7824 -0.8105 -0.2885 0.483
H 0.1409 -3.0661 0.5032 0.3046 -0.3439 -0.4757 0.134
H 1.4124 -2.6215 1.5780 0.4734 0.2009 0.7070 0.145

---

Entry 4:
20
Properties=species:S:1:pos:R:3:forces:R:3:nbo_charge:R:1 method="wB97M-V/def2-TZVPD" relative_energy_kcal_mol=69.3 e_lumo_ev="-0.40 / -0.22" largest_force_ev_per_a=3.608 molar_mass_g_mol=146.1
C -1.9480 1.5659 -0.3680 -2.7824 0.9871 -2.0741 -0.241
C -1.6396 1.6263 1.0664 -2.3687 0.7065 1.5340 -0.238
C 2.6747 -0.6583 0.1354 0.1614 -1.3072 -1.2894 -0.343
C 2.2664 0.3358 1.1864 -0.6087 -0.5571 0.1140 -0.347
C -1.5400 -1.7681 -1.1536 -1.7094 0.1149 1.3237 -1.016
N -1.9449 0.3634 0.4201 -0.1780 -0.6798 0.3148 -0.757
N 1.7127 0.3988 -0.1497 -0.4741 0.1125 -0.5110 -0.317
O -0.7110 -1.7726 1.4703 0.1073 -0.3461 0.6806 -1.032
P -0.8643 -0.9326 0.2757 0.4148 1.4511 -0.5491 1.802
H -3.0433 1.9087 -0.7951 2.8472 -0.9044 1.2710 0.201
H -1.1598 1.7140 -1.1041 0.0327 0.0066 0.2329 0.214
H -0.5989 1.7508 1.2841 0.3078 0.4202 0.5696 0.213
H -2.5025 2.0188 1.8103 2.4642 -0.9295 -1.6838 0.216
H 3.7236 -0.5256 -0.4089 -2.3596 -0.4346 1.2584 0.218
H 2.1344 -1.7169 0.0074 1.7513 2.2644 0.7552 0.230
H 1.4963 0.0623 1.9496 1.0844 0.1655 -0.3905 0.230
H 2.9423 1.1816 1.3963 -0.2955 -0.5833 0.1676 0.215
H -2.6244 -1.9182 -0.9279 0.8314 -0.5353 0.1302 0.257
H -1.5984 -1.1285 -1.9775 0.5317 0.9958 -1.4853 0.245
H -0.9776 -2.6497 -1.3172 0.2420 -0.9473 -0.3688 0.252

---

Entry 5:
20
Properties=species:S:1:pos:R:3:forces:R:3:nbo_charge:R:1 method="wB97M-V/def2-TZVPD" relative_energy_kcal_mol=0.0 e_lumo_ev=3.66 largest_force_ev_per_a=3.634 charge=-1 molar_mass_g_mol=147.2
C -2.4954 -0.3716 0.1394 3.3053 -1.4057 0.5542 0.453
C 1.3722 2.5245 0.0370 -0.2063 -0.1724 0.1421 -0.614
C 0.7632 -2.3101 -0.6995 -0.2083 0.1292 0.2865 -0.623
C 0.2613 1.6082 0.5364 0.2310 0.0122 -0.0351 -0.216
C -0.1548 -1.8259 0.4295 0.4063 -0.2719 0.0346 -0.205
N 0.0966 0.4584 -0.3558 0.0173 -0.0704 0.1308 -0.501
N -0.6863 -0.5183 0.2623 -3.3127 0.7703 0.0433 -0.448
O -3.0628 -1.2492 0.7265 0.1229 -0.0162 0.0413 -0.648
S -2.8880 0.9181 -0.7847 -0.6139 1.2693 -0.8364 -0.417
H 1.5640 3.3125 0.7651 0.0240 0.1405 -0.0162 0.190
H 2.2867 1.9541 -0.1136 0.1053 -0.0332 -0.0375 0.197
H 1.0909 2.9822 -0.9084 0.0289 0.1177 -0.1512 0.193
H 1.6023 -1.6240 -0.7920 0.0667 -0.0019 -0.1017 0.207
H 1.1397 -3.3086 -0.4766 0.0444 -0.1249 -0.0182 0.182
H 0.2274 -2.3309 -1.6454 -0.0459 -0.0126 -0.1672 0.195
H 0.5245 1.2040 1.5191 -0.0371 0.0315 -0.1210 0.181
H -0.6700 2.1797 0.6503 -0.0063 -0.1125 0.0229 0.180
H -1.0143 -2.4974 0.5417 0.1054 0.0564 0.0798 0.206
H 0.4235 -1.8806 1.3776 -0.0518 -0.1881 -0.1294 0.132
H -0.3808 0.7749 -1.2089 0.0248 -0.1172 0.2784 0.355

---

Entry 6:
19
Properties=species:S:1:pos:R:3:forces:R:3:nbo_charge:R:1 method="wB97M-V/def2-TZVPD" relative_energy_kcal_mol=68.4 e_lumo_ev=-4.14 largest_force_ev_per_a=4.635 charge=+1 molar_mass_g_mol=131.2
C 0.4292 1.2773 -0.3232 1.6466 1.4703 -2.9219 -0.272
C 0.1953 0.5147 -1.7047 -0.1568 0.5647 -0.0756 -0.228
C -1.9470 -0.7052 1.7636 -1.5580 -1.1706 0.0362 -0.474
C -1.0854 0.1728 1.0008 0.0875 -0.7944 0.6257 0.230
C 1.2222 -0.3468 1.3644 3.5983 2.8369 -0.6996 -0.395
N 0.1652 0.4108 0.8173 -1.5488 2.8017 -0.8552 -0.300
N -0.9528 -0.3138 -1.5065 -0.1767 -0.8256 0.1851 -0.846
S -2.6584 0.7554 0.8207 0.3096 0.0333 0.2509 0.365
H 1.4337 1.8029 -0.4161 -0.8733 -1.2169 1.0053 0.258
H -0.2287 2.1328 -0.4482 -0.6209 -0.1164 1.0159 0.238
H 0.0095 1.2342 -2.5772 0.7832 -0.4737 1.4483 0.216
H 1.0176 -0.1676 -1.9751 -0.0901 0.5109 0.1577 0.210
H -2.3500 -1.7167 1.4281 1.0994 1.4326 -0.0117 0.284
H -2.0539 -0.5999 2.8357 0.3412 0.2143 0.1006 0.263
H 1.5258 -0.8890 0.5290 1.2900 -1.4918 -1.0684 0.221
H 2.1601 0.2680 1.7816 -2.3998 -0.9170 -1.0803 0.249
H 0.8968 -0.9448 2.0943 -1.3059 -2.3698 2.7962 0.222
H -1.8473 0.1409 -1.4679 -0.0863 0.3220 -0.4110 0.370
H -0.9632 -1.0066 -2.2170 -0.3392 -0.8105 -0.4984 0.389